Density functional theory data (ωB97M-V/def2-TZVPD) for 2 unconnected molecules or ions with the total composition C7H9P.

Last column: natural (NBO) charge in e.
Atoms and positions in Å:
P 4.2717 1.3242 0.0626  0.52
C -1.4393 -0.4093 -1.6894  -0.64
C -0.2971 -0.0289 0.4996  -0.06
C -1.3485 -0.2803 -0.2298  0.01
C 1.6004 0.1683 2.2113  -0.46
C -2.6034 -0.6624 0.5067  -0.63
C 4.1436 1.3448 -1.4740  -0.72
C 0.6427 0.1878 1.3242  0.01
H -0.3444 -0.4397 -2.0134  0.23
H 4.1221 1.4802 -2.4766  0.19
H -2.0245 -1.2767 -1.9742  0.22
H -3.3866 -0.7817 -0.1514  0.20
H -2.0346 0.3386 -2.1827  0.23
H 2.6853 0.2467 2.0478  0.21
H 1.3134 0.1268 3.2836  0.21
H -2.4984 -1.5397 1.1234  0.22
H -2.8024 0.2013 1.1323  0.22

Properties
- Total charge: 0
- DFT total energy: -613.2870 Ha
- SMILES: C=C=C=C(C)C.C#P
- LUMO: 0.56 eV
- ΔE to the lowest compared entry with this formula, charge and spin: 3.8580 eV
- Gap between HOMO and LUMO: 8.950 eV

***

Density functional theory data (ωB97M-V/def2-TZVPD) for C13H15F in the gas phase.

Last column: natural (NBO) charge in e.
Atoms and positions in Å:
F -1.9085 -1.4039 -0.9124  -0.34
C -0.0581 4.6629 0.6480  -0.61
C -0.4233 0.3416 -0.2497  -0.17
C 0.4477 -2.3170 0.9699  0.12
C 0.3779 -2.6506 2.3990  -0.72
C 1.0198 -2.5779 -0.1713  -0.28
C 0.4562 -1.8579 -1.3147  -0.35
C -1.3707 2.4890 0.2035  -0.19
C -0.0858 -2.8392 -2.3361  -0.61
C -0.6517 -0.9984 -0.5951  0.50
C -0.1491 3.2037 0.2505  -0.01
C 0.8461 1.0121 -0.1157  -0.18
C -1.5256 1.1025 0.0361  -0.19
C 0.9702 2.3667 0.0803  -0.20
H -0.6728 4.7431 1.4457  0.21
H 1.9933 2.6585 0.2067  0.21
H -0.1377 -3.5591 2.5742  0.24
H 0.3225 -3.9133 -2.1855  0.22
H -0.4344 5.2760 -0.0378  0.21
H -2.3623 3.0851 0.4123  0.20
H 0.0796 -1.7012 2.8410  0.25
H -1.1220 -3.0629 -2.1237  0.23
H 0.0172 -2.5002 -3.4315  0.21
H 1.2781 -3.0515 2.7376  0.23
H -2.5137 0.7722 0.0748  0.22
H 1.9108 -3.3016 -0.1179  0.19
H 0.8859 4.8627 0.8981  0.21
H 1.1530 -1.3249 -1.9796  0.22
H 1.6577 0.4836 -0.2067  0.20

Properties
- Total charge: 0
- DFT total energy: -604.0129 Ha
- LUMO (spin up / spin down): 0.34 / 0.11 eV
- ΔE to the lowest compared entry with this formula, charge and spin: 2.0271 eV
- Gap between HOMO and LUMO (spin up / spin down): 7.383 / 7.593 eV

***

Density functional theory data (ωB97M-V/def2-TZVPD) for a gas-phase ion, C4H8NO (charge +1).

Last column: natural (NBO) charge in e.
Atoms and positions in Å:
O -1.2693 0.6593 -1.2503  -0.67
N -0.6491 -1.1012 0.2152  -0.61
C -0.2947 1.4053 0.9074  -0.66
C -0.4691 0.4232 -0.2149  0.46
C 0.5936 -0.5672 -0.4135  0.10
C 1.8150 -1.0107 -0.6665  -0.29
H -2.2268 0.8925 -1.1672  0.53
H 2.6420 -0.4145 -0.8691  0.25
H 0.2983 2.2823 0.3676  0.28
H 1.9475 -2.0759 -0.5699  0.24
H -1.2122 1.8358 1.3662  0.26
H 0.2368 0.8005 1.7155  0.24
H -1.0196 -1.6744 -0.5190  0.45
H -0.3925 -1.4552 1.0984  0.44

Properties
- Total charge: +1
- DFT total energy: -286.8555 Ha
- SMILES: C=C1[NH2+][C@]1(C)O
- LUMO: -3.62 eV
- ΔE to the lowest compared entry with this formula, charge and spin: 2.3676 eV
- Gap between HOMO and LUMO: 11.931 eV

***

Density functional theory data (ωB97M-V/def2-TZVPD) for C3H3NO in the gas phase.

Last column: natural (NBO) charge in e.
Atoms and positions in Å:
O 0.4731 -1.1339 -0.2097  -0.28
N -0.8213 -0.7166 0.0413  -0.28
C 1.2252 -0.0279 -0.0053  0.18
C 0.5712 1.1625 0.2962  -0.43
C -0.7098 0.6356 0.3268  0.01
H -1.6895 1.0841 0.4969  0.21
H 2.2824 -0.2621 -0.1090  0.20
H -1.3313 -0.7416 -0.8371  0.39

Properties
- Total charge: 0
- DFT total energy: -245.9410 Ha
- SMILES: C1=CNOC=1
- LUMO: -0.11 eV
- ΔE to the lowest compared entry with this formula, charge and spin: 4.0975 eV
- Gap between HOMO and LUMO: 8.304 eV

***

Density functional theory data (ωB97M-V/def2-TZVPD) for a molecular structure, C24H36FN3NiO3Si.

Last column: natural (NBO) charge in e.
Atoms and positions in Å:
Ni 0.0682 0.7067 0.1781  1.37
Si -2.2663 -0.8070 -1.7384  1.84
F -4.1538 -0.6473 4.9812  -0.34
O 1.4520 2.2461 -1.2913  -0.52
O 1.5583 -0.3764 -0.9388  -0.67
O 1.8912 1.3032 1.2372  -0.66
N -1.2805 -0.7268 -0.3430  -1.27
N 2.0241 -0.8762 -3.0805  -0.41
N 4.0398 1.9607 1.2286  -0.41
C -3.9067 0.0673 2.7472  -0.30
C -1.0945 2.0420 1.0419  -0.93
C -1.3339 -1.5658 0.7203  0.30
C 1.9082 1.4827 -2.3990  -0.17
C 1.8235 -0.0098 -2.0774  0.67
C 5.1023 2.8618 0.8184  -0.41
C -3.1528 0.7572 1.8097  -0.15
C -2.3000 -2.5780 0.9592  -0.33
C 2.7879 1.9670 0.7414  0.68
C -0.3831 -2.2011 2.9294  -0.18
C 1.7267 -2.2820 -2.7664  -0.41
C -3.4183 -0.0207 4.0395  0.38
C -2.2790 -3.3775 2.1115  -0.18
C -2.3271 -2.4612 -2.5999  -1.13
C -0.3772 -1.4421 1.7698  -0.31
C 4.3882 1.0389 2.2987  -0.42
C 2.4645 2.8264 -0.4874  -0.15
C -2.2089 0.5337 4.4004  -0.29
C 2.2682 -0.4593 -4.4588  -0.41
C -4.0609 -0.2972 -1.5819  -1.14
C -1.4804 1.2098 3.4385  -0.21
C -1.4485 0.4269 -2.8768  -1.13
C -1.9242 1.3738 2.1015  -0.04
C -1.3377 -3.1954 3.1157  -0.30
H 1.8696 -2.8730 -3.6613  0.20
H 5.3322 0.5656 2.0607  0.20
H 3.6124 0.2779 2.3994  0.25
H -1.3792 -3.0019 -2.5815  0.22
H -1.7630 2.5068 0.2946  0.20
H 4.7253 3.6746 0.2116  0.21
H 2.0429 3.7675 -0.1224  0.23
H -0.7546 -0.0790 -3.5382  0.21
H -4.6064 -0.5089 -2.5014  0.23
H -0.5244 1.6313 3.7242  0.20
H 4.4832 1.5684 3.2429  0.20
H -3.0878 -3.0934 -2.1638  0.24
H 2.9439 1.7378 -2.6515  0.19
H -0.4994 2.8415 1.5172  0.19
H 2.5982 -1.3186 -5.0285  0.22
H -1.3509 -3.7976 4.0241  0.21
H -3.1008 -2.7305 0.2480  0.20
H 3.0472 0.2997 -4.5028  0.20
H 2.3883 -2.6430 -1.9769  0.22
H -3.0418 -4.1489 2.2373  0.20
H 5.5821 3.2803 1.6941  0.21
H -3.5251 0.8495 0.8037  0.19
H 1.3668 -0.0681 -4.9325  0.21
H -2.6188 -2.2833 -3.6294  0.23
H -0.9056 1.1642 -2.2938  0.22
H 0.6990 -2.3647 -2.4258  0.23
H 1.2433 1.7157 -3.2354  0.23
H 0.3663 -2.0062 3.6818  0.20
H -4.5349 -0.8323 -0.7709  0.24
H 5.8662 2.3320 0.2498  0.20
H -4.8397 -0.4047 2.4881  0.22
H 3.3436 3.0433 -1.0867  0.18
H -1.8486 0.4155 5.4204  0.22
H -4.1439 0.7643 -1.3945  0.23
H 0.4151 -0.7028 1.6694  0.16
H -2.1699 0.9404 -3.4988  0.23

Properties
- Total charge: 0
- DFT total energy: -3223.7800 Ha
- LUMO (spin up / spin down): -0.05 / -0.05 eV
- ΔE to the lowest compared entry with this formula, charge and spin: 0.0000 eV
- Gap between HOMO and LUMO (spin up / spin down): 5.934 / 6.169 eV
- Multiplicity: 3

***

Density functional theory data (ωB97M-V/def2-TZVPD) for a gas-phase ion, C6H18N3S (charge +1).

Last column: natural (NBO) charge in e.
Atoms and positions in Å:
S -1.3622 -1.8616 -1.1929  0.00
N 1.8320 -0.2168 -0.3904  -0.67
N -0.4075 0.6786 -1.3426  -0.57
N -1.5790 0.1438 0.7685  -0.68
C -0.7587 -0.4555 -0.2018  0.21
C 2.7370 0.6741 0.3363  -0.41
C 0.9915 -2.3069 0.7458  -0.64
C 0.7891 -0.7957 0.4301  -0.04
C -0.4670 2.0630 -1.0220  -0.44
C -2.9508 0.5292 0.6748  -0.43
H 0.0163 2.2616 -0.0976  0.24
H 2.3737 -0.8299 -0.9066  0.38
H 0.3434 -2.6420 1.5155  0.23
H 0.5604 0.3959 -1.7092  0.46
H 3.3414 1.0506 -0.4928  0.22
H 0.9439 -2.8796 -0.1320  0.23
H 0.2614 2.6027 -1.6362  0.24
H -1.4922 2.4626 -1.3059  0.24
H -1.1451 -0.0771 1.7017  0.41
H -3.0705 1.6642 0.6753  0.19
H 0.8849 -0.1802 1.3770  0.20
H 3.4109 0.0534 1.0152  0.19
H -3.5137 0.2673 -0.1653  0.22
H -3.4743 0.2599 1.6242  0.23
H -0.9316 0.5765 -2.1221  0.40
H -1.5447 -2.4795 -0.0281  0.15
H 2.1786 1.3711 0.8911  0.20
H 2.0325 -2.3298 0.9901  0.23

Properties
- Total charge: +1
- DFT total energy: -801.5441 Ha
- SMILES: CN[C@H](C)[C@@](S)(NC)[NH2+]C
- LUMO: -2.65 eV
- ΔE to the lowest compared entry with this formula, charge and spin: 3.3124 eV
- Gap between HOMO and LUMO: 10.305 eV

***

Density functional theory data (ωB97M-V/def2-TZVPD) for 3 unconnected molecules or ions with the total composition C11H19BrN3O2P.

Last column: natural (NBO) charge in e.
Atoms and positions in Å:
Br 0.0123 1.1567 2.3276  -0.25
P -0.1233 2.4915 0.4399  0.50
O -3.3978 2.2740 -0.0530  -0.64
O 1.7824 -1.8822 0.2542  -0.63
N -4.0331 1.4058 -2.0221  -0.62
N 4.2021 3.7022 0.8231  -0.45
N 0.7689 -2.7315 2.0670  -0.62
C 1.7006 2.7399 -0.0687  -0.44
C 2.3408 2.2616 -1.5328  -0.13
C -3.6480 1.2734 -0.7207  0.68
C 2.7344 3.4332 0.9965  0.06
C 4.7630 3.2641 -0.5001  0.03
C 1.9539 -4.2531 0.5394  -0.72
C 1.5054 -2.8716 0.9279  0.67
C 3.9750 2.5477 -1.7451  -0.29
C -3.5445 -0.1137 -0.1498  -0.72
C -4.3683 0.3668 -2.9660  -0.41
C 0.3418 -3.7573 2.9880  -0.41
H 5.9344 3.4351 -0.6592  0.22
H 1.6663 1.7303 -2.3438  0.25
H -3.2271 -0.0550 0.8954  0.25
H 2.5943 -4.6725 1.3197  0.23
H 0.6765 -4.7514 2.6893  0.21
H -4.0788 2.3699 -2.3316  0.40
H 0.7463 -3.5168 3.9743  0.20
H -3.6897 0.4516 -3.8183  0.20
H -5.3932 0.5354 -3.3057  0.20
H 0.5057 -1.7719 2.2599  0.41
H 1.0857 -4.8957 0.3716  0.22
H 4.5205 2.2249 -2.7283  0.25
H -4.5188 -0.6080 -0.1871  0.22
H -0.7414 3.7422 0.8006  0.02
H -0.7499 -3.7381 3.0340  0.20
H 2.2622 3.7381 2.0505  0.23
H -2.8011 -0.6926 -0.7040  0.23
H 2.5298 -4.2016 -0.3892  0.25
H -4.2873 -0.6313 -2.5336  0.21

Properties
- Total charge: 0
- DFT total energy: -3660.4327 Ha
- SMILES: BrPc1cccnc1.CNC(C)=O.CNC(C)=O
- LUMO: -0.43 eV
- ΔE to the lowest compared entry with this formula, charge and spin: 6.8736 eV
- Gap between HOMO and LUMO: 8.091 eV

***

Density functional theory data (ωB97M-V/def2-TZVPD) for a molecular structure, C30H89NO27.

Last column: Löwdin charge in e.
Atoms and positions in Å:
O 0.8650 2.4351 -1.8495  -0.14
O -3.5283 -0.6236 -0.5884  -0.13
O 4.6118 -3.8581 0.0134  -0.07
O -0.9773 0.7464 4.2807  -0.10
O -1.5352 0.8104 -3.9753  -0.06
O 2.9847 -4.1387 0.9730  -0.09
O -0.8739 -0.9939 -0.1241  -0.08
O 1.5074 -4.4110 3.5187  0.01
O -0.9931 1.7823 -0.2275  -0.05
O -5.6844 1.0138 -1.1051  -0.06
O 0.3318 -1.1155 -2.8218  -0.07
O -2.8687 4.2727 2.8211  -0.08
O 7.1548 1.1355 -1.2735  -0.18
O -4.2083 3.5312 -2.0139  -0.06
O -3.2558 -1.2892 -5.2790  -0.08
O 2.2937 2.0352 -4.0214  -0.06
O -2.4846 -3.6616 4.6556  -0.05
O 2.4952 -0.8679 0.9533  -0.08
O -0.1873 3.4398 3.7400  -0.05
O 1.2284 -1.1237 3.3074  -0.15
O -3.9530 -1.7091 3.6010  -0.06
O 2.5177 -0.6274 -2.4528  -0.09
O -1.7613 3.2464 -2.6928  -0.09
O -3.6927 1.2609 4.5846  -0.06
O -2.0511 -0.9120 5.8439  -0.02
O 2.2556 -2.0685 -5.2366  -0.09
O -2.3738 -3.4579 -0.2823  -0.06
N 3.5650 1.1705 -0.6235  0.03
C 0.8508 -2.0654 -5.0325  -0.19
C 5.0501 3.0553 -0.5460  -0.04
C -5.6262 2.3546 -0.6084  -0.23
C 0.1862 0.2995 4.9965  -0.21
C 3.0005 -0.3652 -3.7474  -0.21
C 1.6428 -3.8715 1.1876  -0.34
C -1.4468 -3.2690 5.4640  -0.23
C -2.7697 0.3317 -3.5104  -0.20
C -3.0692 -2.9901 -1.4039  -0.24
C 0.4304 -2.3223 -3.5825  -0.14
C -0.4798 3.8354 2.4181  -0.23
C -1.9235 3.5452 2.0359  -0.24
C 1.3605 -3.3869 2.6083  -0.22
C 8.1062 0.1410 -0.9005  -0.12
C -3.6741 -0.0120 -4.7586  -0.18
C -0.5931 3.9865 -2.9470  -0.18
C 2.1442 0.6933 -4.5137  -0.17
C 0.3548 3.7926 -1.7801  -0.16
C 5.8623 0.6584 -0.9076  -0.19
C -4.0818 -1.9145 -0.9677  -0.17
C -3.7668 -0.5020 2.8965  -0.20
C 4.7768 1.7297 -1.2331  -0.39
C 0.1662 1.1426 0.1829  -0.23
C -4.4612 0.6949 3.5499  -0.21
C 1.4170 0.0540 4.0443  -0.16
C -0.1167 -0.2320 0.8047  -0.17
C 4.1506 -2.6922 0.7274  -0.19
C 2.6687 -2.2769 0.6632  -0.26
C -1.0484 -1.7795 5.3288  -0.26
C -4.3237 3.0478 -0.6938  -0.26
H 0.6923 1.7286 0.9406  0.11
H -5.3787 0.3626 4.0412  0.12
H -0.8160 2.3884 -0.9527  0.03
H -0.9254 4.9960 -3.1933  0.13
H -1.9980 -2.6805 0.1454  0.05
H 2.8138 1.8495 -0.6170  0.06
H -3.2985 3.3289 -2.2710  0.01
H -6.5624 0.7880 -1.4187  0.10
H 0.5313 -1.0713 -5.3524  0.11
H 0.9997 -4.7418 1.0384  0.16
H -4.6673 -1.6070 -1.8364  0.11
H 7.9173 -0.3780 0.0403  0.08
H -2.7595 3.9802 3.7303  0.07
H -0.2286 3.6066 -3.9033  0.13
H 2.8605 2.5100 -4.6339  0.11
H 4.6780 -1.7998 0.3834  0.10
H 3.1635 0.4704 -1.2401  0.03
H -1.6690 -0.4633 -0.2539  0.05
H 2.0461 -2.5718 2.8517  0.12
H -0.2937 4.8853 2.1923  0.13
H 3.9330 0.1510 -3.5126  0.11
H 2.3163 -2.5813 -0.3243  0.15
H -4.7893 -2.0502 3.2725  0.12
H -3.3178 1.1147 -2.9832  0.11
H 5.8108 3.5843 -1.1205  0.08
H 1.4420 2.2980 -2.6113  0.04
H 3.2817 -1.2750 -4.2778  0.10
H -3.5301 -3.8878 -1.8160  0.13
H 2.2768 0.6829 -5.5963  0.13
H 0.9179 1.0210 -0.5986  0.09
H -1.5540 2.3636 -3.0230  0.05
H -2.2556 2.5155 2.1790  0.11
H -0.0364 -0.5730 5.6125  0.03
H 1.8503 -4.0393 4.3344  0.10
H 2.4258 -1.6916 -6.1033  0.11
H -5.8217 2.4727 0.4612  0.11
H 4.1184 3.6137 -0.6467  0.07
H -4.1611 3.8796 -0.0068  0.12
H 2.0968 -2.9148 1.3374  -0.09
H -0.9997 0.0187 -4.0855  0.06
H -4.7180 -0.2406 -4.5371  0.11
H -4.1783 2.0204 4.9149  0.10
H 4.5200 -2.8870 1.7353  0.14
H 1.0818 -2.9676 -2.9906  0.14
H -0.1552 3.9623 -0.8326  0.12
H -0.8384 -1.5101 4.2917  0.11
H 5.3975 -4.1798 0.4596  0.10
H 1.6153 -1.0235 2.4282  0.03
H -6.3994 2.9748 -1.0631  0.13
H -2.6972 -0.2978 2.8298  0.10
H -0.5853 -3.8672 5.1638  0.11
H -0.5061 -2.8804 -3.6258  0.12
H -2.7228 -0.8719 5.1592  0.05
H -3.1703 -2.9811 4.6674  0.05
H 0.4172 1.0717 5.7313  0.14
H 1.2406 4.4267 -1.8441  0.13
H -0.1760 -1.6198 5.9635  0.12
H 0.1351 3.2404 1.7382  0.08
H 8.2764 -0.6060 -1.6778  0.08
H 0.7590 -0.7801 1.1518  0.07
H -4.6877 1.5262 2.8796  0.11
H -2.3926 -2.5805 -2.1578  0.09
H 2.9342 -0.3283 0.2794  0.05
H 2.3078 -0.0122 4.6719  0.12
H -1.2488 -0.0803 3.8704  0.02
H -4.1702 0.0669 -0.7809  0.03
H -3.5473 2.3196 -0.4444  0.11
H 1.1180 0.3335 -4.4224  0.07
H 1.6560 -1.0603 -2.4613  -0.03
H 1.5035 0.9876 3.4853  0.12
H -0.2425 2.4803 3.7904  0.04
H 5.3471 2.9588 0.4973  0.09
H -0.3677 -1.2978 -2.1846  0.09
H 5.9105 0.4361 0.1588  0.12
H -3.7122 0.7992 -5.4857  0.12
H -3.0678 -1.1760 -6.2140  0.08
H 4.5203 1.7904 -2.2914  0.12
H -2.7466 -0.4749 -2.7773  0.09
H -0.7110 -0.1820 1.7205  0.11
H 5.6511 -0.2035 -1.5443  0.12
H -4.0930 -0.5448 1.8564  0.11
H 0.2687 -2.7767 -5.6210  0.13
H -4.7168 -2.3129 -0.1759  0.12
H 9.0698 0.6359 -0.7738  0.08
H -1.7417 -3.4220 6.5046  0.12
H 3.1095 -4.6496 0.1701  0.14
H 1.2637 -3.1258 0.4843  0.12
H 0.3679 -2.9301 2.6046  0.15
H -2.1568 3.8510 1.0153  0.10

Properties
- Total charge: 0
- DFT total energy: -3281.7651 Ha
- LUMO: -0.09 eV
- ΔE to the lowest compared entry with this formula, charge and spin: 17.5994 eV
- Gap between HOMO and LUMO: 7.648 eV